1.
Density functional theory data (ωB97M-V/def2-TZVPD) for C4H6N2O2 in the gas phase in a non-equilibrium geometry.

XYZ file:
```
14
Properties=species:S:1:pos:R:3:lowdin_charge:R:1
H -0.604 2.196 0.172 0.055
N 0.248 1.977 -0.352 0.097
C 0.653 0.745 -0.086 -0.507
N 1.983 0.559 0.285 0.129
C -0.150 -0.344 -0.610 -0.124
C -0.955 -0.596 -1.617 0.088
C -0.384 -0.732 1.029 -0.451
O 0.342 -1.450 1.676 0.106
O -1.657 -0.470 1.370 0.115
H 2.263 -0.394 0.491 0.089
H 2.614 1.022 -0.358 0.105
H -0.956 0.057 -2.488 0.080
H -1.544 -1.509 -1.634 0.078
H -1.853 -1.061 2.122 0.138
```

Relative energy (zero: lowest compared OMol25 entry of this formula, charge and spin): 4.364 eV
Molar mass: 114.1 g/mol
E: -11316.6781 eV
SMILES: [H]/N=C(/N)C(=C)C(=O)O
LUMO energy (alpha / beta): -0.5 / -0.5 eV
Max |F|: 6.5 eV/A
Frontier orbital gap (alpha / beta): 7.7 / 7.7 eV


2.
Density functional theory data (ωB97M-V/def2-TZVPD) for C17H12F3N3O2S in the gas phase in a non-equilibrium geometry.

XYZ file:
```
38
Properties=species:S:1:pos:R:3:lowdin_charge:R:1
N -0.764 -4.213 0.511 0.191
C -1.505 -3.378 0.766 -0.304
N -2.368 -2.419 1.063 0.062
C -2.467 -1.225 0.362 -0.638
N -1.719 -0.787 -0.547 0.108
C -0.427 -1.128 -0.862 -0.274
C -0.050 -1.234 -2.200 -0.006
C 1.276 -1.419 -2.536 -0.055
C 2.251 -1.481 -1.556 -0.009
C 1.875 -1.365 -0.224 -0.112
C 2.939 -1.413 0.833 -0.578
F 3.726 -2.496 0.726 0.146
F 2.452 -1.418 2.083 0.139
F 3.772 -0.352 0.770 0.132
C 0.550 -1.195 0.133 0.027
S -3.857 -0.275 0.874 0.982
C -3.494 1.348 0.103 -0.378
C -2.050 1.720 0.200 -0.313
C -1.388 1.692 1.424 -0.046
C -0.029 1.924 1.493 -0.006
C 0.686 2.197 0.330 -0.138
C 2.160 2.337 0.332 -0.502
O 2.824 2.510 -0.660 0.109
O 2.701 2.228 1.551 0.104
C 0.015 2.286 -0.888 0.005
C -1.342 2.053 -0.950 -0.034
H -3.075 -2.619 1.760 0.137
H -0.811 -1.176 -2.962 0.115
H 1.558 -1.507 -3.574 0.108
H 3.290 -1.613 -1.813 0.124
H 0.274 -1.085 1.171 0.128
H -3.820 1.293 -0.935 0.082
H -4.134 2.039 0.654 0.087
H -1.940 1.451 2.322 0.111
H 0.490 1.871 2.437 0.121
H 3.669 2.247 1.485 0.134
H 0.585 2.511 -1.776 0.125
H -1.853 2.092 -1.900 0.119
```

Molar mass: 379.4 g/mol
E: -45377.3670 eV
SMILES: N#CN/C(=N\c1cccc(C(F)(F)F)c1)SCc1ccc(C(=O)O)cc1
LUMO energy: 0.1 eV
Max |F|: 1.0 eV/A
Frontier orbital gap: 8.6 eV


3.
Density functional theory data (ωB97M-V/def2-TZVPD) for C20H18AuN5OS as an isolated structure.

XYZ file:
```
46
Properties=species:S:1:pos:R:3:lowdin_charge:R:1
Au -0.016 -0.248 0.620 1.116
N -3.747 -1.621 -1.096 0.062
C -2.846 -0.712 -0.629 -0.814
S -2.133 -1.131 0.952 0.625
N -2.605 0.358 -1.299 -0.004
N -1.705 1.145 -0.612 -0.112
C -1.788 2.403 -0.717 -0.090
C -1.025 3.251 0.185 -0.156
C -1.077 4.632 -0.026 -0.063
C -0.487 5.535 0.835 -0.108
C 0.164 5.042 1.962 -0.098
C 0.226 3.685 2.201 -0.041
C -0.357 2.742 1.330 -0.353
O -0.260 1.476 1.712 -0.261
H -4.033 -2.370 -0.493 0.070
H -4.402 -1.297 -1.788 0.096
H -2.501 2.861 -1.407 0.125
H -1.609 4.989 -0.901 0.111
H -0.546 6.598 0.647 0.097
H 0.624 5.725 2.666 0.102
H 0.715 3.298 3.087 0.115
C 2.577 1.570 0.298 -0.147
N 1.978 0.247 0.269 -0.112
C 2.676 -0.782 -0.087 -0.075
C 2.029 -2.029 -0.219 -0.317
C 2.413 -3.320 -0.574 -0.037
C 1.259 -4.102 -0.516 -0.082
C 0.207 -3.267 -0.132 -0.151
N 0.675 -2.026 0.046 -0.142
C 2.222 2.386 -0.927 -0.208
C 1.993 1.786 -2.160 -0.039
C 1.708 2.561 -3.275 -0.078
C 1.661 3.944 -3.169 -0.087
C 1.889 4.546 -1.940 -0.079
C 2.159 3.770 -0.824 -0.050
H 3.663 1.443 0.363 0.129
H 2.251 2.090 1.198 0.107
H 3.737 -0.671 -0.297 0.146
H 3.409 -3.638 -0.839 0.105
H 1.175 -5.155 -0.725 0.094
H -0.834 -3.496 0.021 0.079
H 2.012 0.707 -2.257 0.104
H 1.518 2.083 -4.227 0.103
H 1.437 4.548 -4.039 0.101
H 1.835 5.623 -1.842 0.106
H 2.295 4.242 0.141 0.112
```

Relative energy (zero: lowest compared OMol25 entry of this formula, charge and spin): 0.628 eV
Molar mass: 573.4 g/mol
E: -45056.0702 eV
LUMO energy: -0.8 eV
Max |F|: 0.7 eV/A
Frontier orbital gap: 6.8 eV


4.
Density functional theory data (ωB97M-V/def2-TZVPD) for an isolated ion of composition C5H10NS and charge +1 in a non-equilibrium geometry.

XYZ file:
```
17
Properties=species:S:1:pos:R:3:lowdin_charge:R:1
C 1.284 -1.187 -0.148 -0.413
C 1.376 1.246 0.376 -0.332
C -0.037 0.674 0.405 -0.386
C -0.994 1.396 -0.500 -0.035
C -0.982 -1.875 0.031 0.037
N 0.080 -0.785 0.121 -0.122
S 2.550 -0.123 -0.029 1.078
H 1.343 -2.150 -0.706 0.140
H 1.739 2.056 -0.406 0.137
H 1.552 1.652 1.417 0.115
H -0.395 0.809 1.379 0.128
H -0.644 1.066 -1.463 0.086
H -1.009 2.499 -0.284 0.120
H -2.094 1.050 -0.408 0.121
H -1.414 -1.921 1.128 0.148
H -0.592 -2.818 -0.181 0.060
H -1.764 -1.589 -0.733 0.117
```

Relative energy (zero: lowest compared OMol25 entry of this formula, charge and spin): 1.513 eV
Molar mass: 116.2 g/mol
E: -17664.8094 eV
LUMO energy: -4.2 eV
Charge: +1
Max |F|: 4.9 eV/A
Frontier orbital gap: 9.8 eV


max |F| of number 3 (C20H18AuN5OS)?
0.7 eV/A


Look up the molar mass of the first one.
114.1 g/mol


What did the third record say?
Density functional theory data (ωB97M-V/def2-TZVPD) for C20H18AuN5OS as an isolated structure.

XYZ file:
```
46
Properties=species:S:1:pos:R:3:lowdin_charge:R:1
Au -0.016 -0.248 0.620 1.116
N -3.747 -1.621 -1.096 0.062
C -2.846 -0.712 -0.629 -0.814
S -2.133 -1.131 0.952 0.625
N -2.605 0.358 -1.299 -0.004
N -1.705 1.145 -0.612 -0.112
C -1.788 2.403 -0.717 -0.090
C -1.025 3.251 0.185 -0.156
C -1.077 4.632 -0.026 -0.063
C -0.487 5.535 0.835 -0.108
C 0.164 5.042 1.962 -0.098
C 0.226 3.685 2.201 -0.041
C -0.357 2.742 1.330 -0.353
O -0.260 1.476 1.712 -0.261
H -4.033 -2.370 -0.493 0.070
H -4.402 -1.297 -1.788 0.096
H -2.501 2.861 -1.407 0.125
H -1.609 4.989 -0.901 0.111
H -0.546 6.598 0.647 0.097
H 0.624 5.725 2.666 0.102
H 0.715 3.298 3.087 0.115
C 2.577 1.570 0.298 -0.147
N 1.978 0.247 0.269 -0.112
C 2.676 -0.782 -0.087 -0.075
C 2.029 -2.029 -0.219 -0.317
C 2.413 -3.320 -0.574 -0.037
C 1.259 -4.102 -0.516 -0.082
C 0.207 -3.267 -0.132 -0.151
N 0.675 -2.026 0.046 -0.142
C 2.222 2.386 -0.927 -0.208
C 1.993 1.786 -2.160 -0.039
C 1.708 2.561 -3.275 -0.078
C 1.661 3.944 -3.169 -0.087
C 1.889 4.546 -1.940 -0.079
C 2.159 3.770 -0.824 -0.050
H 3.663 1.443 0.363 0.129
H 2.251 2.090 1.198 0.107
H 3.737 -0.671 -0.297 0.146
H 3.409 -3.638 -0.839 0.105
H 1.175 -5.155 -0.725 0.094
H -0.834 -3.496 0.021 0.079
H 2.012 0.707 -2.257 0.104
H 1.518 2.083 -4.227 0.103
H 1.437 4.548 -4.039 0.101
H 1.835 5.623 -1.842 0.106
H 2.295 4.242 0.141 0.112
```

Relative energy (zero: lowest compared OMol25 entry of this formula, charge and spin): 0.628 eV
Molar mass: 573.4 g/mol
E: -45056.0702 eV
LUMO energy: -0.8 eV
Max |F|: 0.7 eV/A
Frontier orbital gap: 6.8 eV